# 1
The following is a DFT calculation (ωB97M-V/def2-TZVPD) of 2 unconnected molecules or ions with the total composition C3H13N2S in a non-equilibrium geometry.

Summary:
F_max = 3.05 eV Å⁻¹
energy relative to the best compared isomer or geometry (same formula, charge and spin) = 19.63 kcal per mole
energy = -629.0579 a.u.

```
! RIJCOSX wB97M-V def2-TZVPD def2/J DEFGRID3
* xyz 2 2
C 0.52 -1.32 3.18
S -0.23 -2.31 1.89
H 0.90 -0.38 2.80
H -0.23 -1.10 3.94
H 1.32 -1.85 3.68
H 0.59 -3.36 1.95
C -0.31 1.36 -2.02
N -1.62 1.91 -2.23
C -0.33 0.50 -0.74
N 0.86 -0.41 -0.64
H 0.42 2.16 -1.91
H -0.08 0.75 -2.89
H -1.94 2.55 -1.49
H -1.74 2.40 -3.12
H -1.22 -0.12 -0.70
H -0.33 1.14 0.14
H 0.74 -1.08 0.16
H 0.96 -0.97 -1.49
H 1.73 0.12 -0.50
*
```

---

# 2
The following is a DFT calculation (ωB97M-V/def2-TZVPD) of 2 unconnected molecules or ions with the total composition C3H13N2S2 in a non-equilibrium geometry.

Summary:
F_max = 1.07 eV Å⁻¹
energy relative to the best compared isomer or geometry (same formula, charge and spin) = 3.33 kcal per mole
energy = -1027.7331 a.u.

```
! RIJCOSX wB97M-V def2-TZVPD def2/J DEFGRID3
* xyz 1 1
C -1.66 -2.94 0.25
S -1.74 -1.32 -0.58
S -0.80 -1.72 -2.38
H -2.50 -3.57 -0.05
H -1.77 -2.71 1.31
H -0.69 -3.40 0.01
H 0.42 -1.16 -2.07
C 0.90 1.70 -0.40
N 0.38 3.05 -0.66
C 0.54 1.32 1.03
N 0.83 -0.17 1.16
H 2.01 1.69 -0.51
H 0.49 0.96 -1.12
H 0.95 3.56 -1.32
H -0.53 2.96 -1.11
H -0.52 1.44 1.21
H 1.10 1.91 1.74
H 0.85 -0.53 2.10
H 0.04 -0.69 0.70
H 1.70 -0.39 0.69
*
```

---

# 3
The following is a DFT calculation (ωB97M-V/def2-TZVPD) of a molecular structure, C3H13N3 in a non-equilibrium geometry.

Summary:
F_max = 2.83 eV Å⁻¹
energy relative to the best compared isomer or geometry (same formula, charge and spin) = 95.69 kcal per mole
energy = -286.1991 a.u.

```
! RIJCOSX wB97M-V def2-TZVPD def2/J DEFGRID3
* xyz 0 1
C 0.38 -2.01 1.42
C 1.58 -0.36 -0.24
N -0.04 -0.81 0.72
N -1.14 -1.02 -0.02
H -1.09 -1.88 -0.58
H -1.27 0.10 -0.64
H 1.28 -1.80 1.98
H -0.41 -2.28 2.12
H 0.56 -2.85 0.74
H 1.84 0.60 -0.72
H 1.67 -1.20 -0.93
H 2.34 -0.45 0.54
C -0.98 2.37 -0.20
N -0.82 1.26 -1.15
H -0.99 1.54 -2.11
H 0.16 0.87 -1.08
H -0.87 1.97 0.80
H -1.97 2.80 -0.31
H -0.23 3.15 -0.36
*
```

---

# 4
The following is a DFT calculation (ωB97M-V/def2-TZVPD) of 2 unconnected molecules or ions with the total composition C3H13N3O in a non-equilibrium geometry.

Summary:
SMILES = CON(C)N.CN
F_max = 3.76 eV Å⁻¹
energy relative to the best compared isomer or geometry (same formula, charge and spin) = 118.08 kcal per mole
energy = -361.4363 a.u.

```
! RIJCOSX wB97M-V def2-TZVPD def2/J DEFGRID3
* xyz 0 1
C -2.00 1.53 0.76
N -1.16 1.41 -0.42
N -1.97 1.37 -1.58
O -0.36 0.27 -0.31
H 0.43 -0.98 1.03
H -2.44 0.46 -1.64
H -1.36 1.46 -2.39
H -2.69 0.68 0.86
H -2.57 2.46 0.68
H -1.35 1.57 1.63
C 1.56 -2.51 0.27
C 1.33 0.74 -0.43
N 1.39 -1.30 1.07
H 1.60 -1.47 2.05
H 1.35 -2.26 -0.77
H 0.89 -3.34 0.54
H 2.60 -2.86 0.34
H 2.00 1.08 0.38
H 1.70 0.01 -1.13
H 1.05 1.66 -0.93
*
```

---

Q: F_max of number 2 (C3H13N2S2)?
A: 1.07 eV Å⁻¹

---

Q: The highest F_max belongs to which entry?
A: C3H13N3O

---

Q: Which formula does entry 3 have?
A: C3H13N3

---

Please write out number 1 again, unchanged.
The following is a DFT calculation (ωB97M-V/def2-TZVPD) of 2 unconnected molecules or ions with the total composition C3H13N2S in a non-equilibrium geometry.

Summary:
F_max = 3.05 eV Å⁻¹
energy relative to the best compared isomer or geometry (same formula, charge and spin) = 19.63 kcal per mole
energy = -629.0579 a.u.

```
! RIJCOSX wB97M-V def2-TZVPD def2/J DEFGRID3
* xyz 2 2
C 0.52 -1.32 3.18
S -0.23 -2.31 1.89
H 0.90 -0.38 2.80
H -0.23 -1.10 3.94
H 1.32 -1.85 3.68
H 0.59 -3.36 1.95
C -0.31 1.36 -2.02
N -1.62 1.91 -2.23
C -0.33 0.50 -0.74
N 0.86 -0.41 -0.64
H 0.42 2.16 -1.91
H -0.08 0.75 -2.89
H -1.94 2.55 -1.49
H -1.74 2.40 -3.12
H -1.22 -0.12 -0.70
H -0.33 1.14 0.14
H 0.74 -1.08 0.16
H 0.96 -0.97 -1.49
H 1.73 0.12 -0.50
*
```